C21H42FeN4O7S as an isolated structure in a non-equilibrium geometry, computed with the ωB97M-V functional and the def2-TZVPD basis.

Element x y z (Å)
Fe -0.105 0.547 -0.546
C -4.055 -1.173 -1.207
C -3.015 -0.927 -0.102
C -2.249 -2.270 0.184
C -1.262 -3.052 -0.744
C -1.798 -3.373 -2.132
C -0.887 -4.327 0.001
N 0.018 -2.209 -0.938
C 1.424 -2.707 -0.923
C 2.414 -1.532 -0.703
N 1.953 -0.585 0.344
C 1.765 -1.306 1.612
C 0.313 -1.189 2.062
O -0.073 -1.663 3.107
O -0.435 -0.582 1.194
C 2.767 0.669 0.553
C 4.255 0.352 0.709
C 2.339 1.512 1.785
C 0.975 2.270 2.041
C 0.430 1.828 3.399
C 1.255 3.776 2.079
N -0.039 2.053 0.961
C -1.468 2.420 1.162
C -2.441 1.232 1.062
N -2.288 0.449 -0.187
C -2.710 1.197 -1.385
C -2.056 0.501 -2.588
O -2.511 0.535 -3.697
O -0.968 -0.148 -2.214
H -4.510 -2.142 -1.009
H -3.657 -1.206 -2.216
H -4.866 -0.450 -1.184
H -3.612 -0.823 0.808
H -3.078 -2.974 0.294
H -1.800 -2.222 1.169
H -2.756 -3.887 -2.052
H -1.110 -4.037 -2.659
H -1.940 -2.476 -2.733
H -1.791 -4.904 0.189
H -0.432 -4.113 0.971
H -0.217 -4.952 -0.590
H -0.161 -1.629 -1.775
H -0.036 -1.594 -0.098
H 1.657 -3.194 -1.868
H 1.501 -3.450 -0.135
H 2.547 -0.985 -1.630
H 3.372 -1.990 -0.440
H 2.403 -0.936 2.408
H 2.023 -2.361 1.531
H 2.646 1.256 -0.354
H 4.436 -0.309 1.560
H 4.824 1.265 0.875
H 4.654 -0.123 -0.186
H 3.109 2.284 1.829
H 2.529 0.914 2.675
H 1.216 1.923 4.148
H 0.090 0.794 3.394
H -0.391 2.462 3.731
H 1.970 4.014 2.867
H 0.340 4.337 2.277
H 1.672 4.121 1.129
H 0.294 2.628 0.179
H -1.718 3.203 0.445
H -1.613 2.849 2.152
H -3.465 1.612 1.153
H -2.250 0.551 1.887
H -2.328 2.216 -1.340
H -3.786 1.255 -1.510
C 2.269 3.210 -2.609
S 0.951 2.031 -2.658
O 1.471 0.781 -2.036
O 0.485 1.934 -3.995
O -0.053 2.488 -1.643
H 3.009 2.908 -3.346
H 2.704 3.245 -1.612
H 1.849 4.176 -2.880

The energy relative to the best compared isomer or geometry (same formula, charge and spin) is 0.872 eV. The HOMO energy (spin up / spin down) is -0.4524 / -0.4559 Ha. As for the frontier orbital gap (spin up / spin down): 10.362 / 7.842 eV. Its multiplicity is 6. As for the expectation value of S²: 8.759. The LUMO energy (spin up / spin down) comes out at -1.95 / -4.56 eV. For the largest force on an atom, the calculation gives 1.41 eV Å⁻¹. Its charge is +1.

C21H42IrN5OSSi2 as an isolated structure in a non-equilibrium geometry, computed with the ωB97M-V functional and the def2-TZVPD basis.

Element x y z (Å)
Ir -0.102 0.462 -0.010
C 1.515 -1.469 2.932
Si 1.425 -2.244 1.198
C 1.769 -4.113 1.243
C 2.649 -1.343 0.026
C -0.272 -1.781 0.368
C -0.210 -2.047 -1.068
C -0.194 -3.301 -1.686
C -0.112 -3.370 -3.063
C -0.052 -2.192 -3.806
C -0.060 -0.986 -3.130
N -0.133 -0.921 -1.806
Si -1.953 -2.355 1.154
C -3.275 -1.738 -0.092
C -2.100 -1.491 2.841
C -2.070 -4.247 1.329
H 2.503 -1.623 3.352
H 0.809 -1.935 3.609
H 1.322 -0.401 2.923
H 2.717 -4.309 1.737
H 1.832 -4.554 0.253
H 1.011 -4.650 1.802
H 3.623 -1.214 0.486
H 2.273 -0.348 -0.243
H 2.793 -1.895 -0.898
H -0.229 -4.188 -1.077
H -0.089 -4.325 -3.563
H 0.014 -2.211 -4.881
H -0.001 -0.043 -3.655
H -3.267 -0.654 -0.157
H -4.268 -2.033 0.232
H -3.119 -2.151 -1.085
H -2.229 -0.417 2.746
H -1.228 -1.669 3.458
H -2.955 -1.872 3.388
H -2.010 -4.757 0.372
H -3.020 -4.525 1.778
H -1.290 -4.637 1.974
C 1.860 2.500 4.095
N 1.263 2.435 2.775
C -0.168 2.217 2.725
C 1.910 2.430 1.588
O 1.265 2.109 0.546
N 3.212 2.741 1.437
C 3.821 2.525 0.138
C 4.098 3.493 2.296
H 1.246 1.929 4.791
H 1.893 3.526 4.468
H 2.856 2.065 4.104
H -0.555 2.122 3.734
H -0.396 1.285 2.160
H -0.668 3.043 2.217
H 3.189 1.890 -0.473
H 4.794 2.055 0.279
H 3.961 3.478 -0.375
H 3.619 3.876 3.185
H 4.483 4.343 1.731
H 4.948 2.867 2.577
S -2.114 1.792 -0.398
C -2.200 1.955 -2.113
N -2.941 1.107 -2.811
C -3.280 1.322 -4.210
C -3.197 2.814 -4.523
C -1.832 3.338 -4.093
N -1.601 2.980 -2.703
H -3.382 0.343 -2.317
H -4.291 0.945 -4.377
H -2.589 0.754 -4.844
H -3.982 3.343 -3.979
H -3.344 2.978 -5.590
H -1.788 4.424 -4.178
H -1.043 2.911 -4.723
H -1.067 3.610 -2.123

The HOMO energy (spin up / spin down) is -0.5192 / -0.5185 Ha. As for the frontier orbital gap (spin up / spin down): 6.806 / 6.809 eV. Its multiplicity is 1. The LUMO energy (spin up / spin down) comes out at -7.32 / -7.30 eV. For the largest force on an atom, the calculation gives 2.70 eV Å⁻¹. Its charge is +2.

A 3-piece molecular cluster, C21H42O3 overall in a non-equilibrium geometry, computed with the ωB97M-V functional and the def2-TZVPD basis.

Element x y z (Å)
C -5.440 -3.171 -2.391
C -4.913 -3.085 -1.180
C -3.442 -3.356 -1.037
C -2.918 -4.774 -1.417
O -3.453 -5.648 -1.929
O -1.624 -4.789 -0.944
C -1.393 -3.668 -0.097
O -0.384 -3.789 0.856
C 0.017 -2.494 1.285
C 1.272 -1.955 0.552
C -2.818 -3.332 0.368
C -3.354 -4.465 1.281
H -4.937 -2.814 -3.287
H -6.448 -3.577 -2.472
H -5.567 -2.781 -0.365
H -2.913 -2.641 -1.690
H -1.035 -2.894 -0.806
H -0.772 -1.739 1.171
H 0.179 -2.557 2.366
H 1.046 -0.955 0.164
H 2.073 -1.803 1.280
H 1.556 -2.616 -0.268
H -2.953 -2.429 0.968
H -2.869 -5.425 1.081
H -3.181 -4.224 2.334
H -4.435 -4.604 1.171
C 2.685 0.141 3.939
C 1.656 1.120 4.496
C 0.550 1.466 3.501
C 1.019 2.166 2.224
C 1.780 3.473 2.439
C 0.946 4.553 3.120
H 3.217 0.557 3.081
H 3.429 -0.102 4.699
H 2.206 -0.792 3.628
H 2.161 2.028 4.837
H 1.197 0.675 5.383
H -0.195 2.089 4.006
H 0.026 0.545 3.219
H 0.141 2.365 1.599
H 1.650 1.483 1.646
H 2.104 3.847 1.464
H 2.692 3.294 3.016
H 0.047 4.774 2.541
H 1.521 5.476 3.211
H 0.642 4.256 4.125
C -0.198 1.219 -1.600
C 0.619 2.480 -1.859
C 0.617 2.914 -3.323
C 1.235 1.910 -4.298
C 2.682 1.522 -3.998
C 3.652 2.696 -4.071
H 0.208 0.358 -2.134
H -0.191 0.980 -0.534
H -1.237 1.359 -1.908
H 1.644 2.331 -1.506
H 0.203 3.293 -1.256
H 1.139 3.872 -3.406
H -0.414 3.109 -3.634
H 1.183 2.332 -5.307
H 0.624 1.003 -4.323
H 2.994 0.767 -4.725
H 2.754 1.047 -3.015
H 3.623 3.164 -5.058
H 4.674 2.357 -3.890
H 3.422 3.457 -3.324

The HOMO energy is -0.3345 Ha. As for the frontier orbital gap: 9.668 eV. Its multiplicity is 1. The LUMO energy comes out at 0.57 eV. For the largest force on an atom, the calculation gives 4.87 eV Å⁻¹.

C21H43BO2P2Pd as an isolated structure in a non-equilibrium geometry, computed with the ωB97M-V functional and the def2-TZVPD basis.

Element x y z (Å)
P -0.164 -1.202 -5.441
P 0.174 1.964 -4.159
C 0.248 0.298 -6.504
C 1.063 1.266 -5.671
H -0.674 0.752 -6.902
H 0.834 -0.046 -7.365
H 2.004 0.796 -5.340
H 1.349 2.140 -6.292
C -0.846 3.158 -5.091
H -1.263 3.894 -4.386
H -1.657 2.650 -5.638
H -0.179 3.649 -5.823
C 1.510 3.020 -3.537
H 1.738 3.751 -4.326
H 2.402 2.415 -3.322
H 1.151 3.543 -2.638
C -1.209 -2.384 -6.409
H -1.445 -3.228 -5.752
H -0.617 -2.759 -7.259
H -2.138 -1.951 -6.804
C 1.346 -2.152 -6.122
H 2.279 -1.822 -5.631
H 1.402 -1.983 -7.209
H 1.222 -3.243 -5.969
Pd 1.513 1.952 -0.763
C -1.277 0.702 -3.685
C -1.671 -0.322 -4.715
C -2.734 -1.294 -4.159
C -2.261 -2.423 -3.170
C -0.817 -2.632 -3.102
C 0.258 -1.903 -3.764
C 0.671 -0.656 -2.919
C -0.584 0.079 -2.463
C 1.041 0.308 0.281
H -2.145 1.323 -3.411
H -2.119 0.183 -5.581
H -3.227 -1.812 -4.994
H -3.499 -0.680 -3.666
H -2.693 -2.212 -2.158
H -2.767 -3.391 -3.450
H -0.448 -3.378 -2.392
H 1.172 -2.531 -3.800
H 1.356 0.008 -3.496
H 1.272 -1.000 -2.072
H -1.246 -0.587 -1.903
H -0.292 0.843 -1.715
H 1.404 0.022 1.281
H 1.724 -0.274 -0.367
H -0.007 0.009 0.130
C 1.258 4.053 3.750
C 1.127 2.588 3.328
C 1.659 1.734 4.470
O 1.940 2.373 2.163
B 1.020 2.254 1.099
O -0.319 2.559 1.454
C -0.349 2.235 2.848
C -0.686 0.750 3.038
C -1.458 3.023 3.519
H 0.734 4.248 4.697
H 0.817 4.716 2.992
H 2.319 4.303 3.906
H 2.707 1.997 4.662
H 1.117 1.938 5.405
H 1.576 0.658 4.268
H -0.769 0.498 4.105
H -1.670 0.551 2.592
H 0.040 0.060 2.586
H -1.358 4.102 3.370
H -2.430 2.693 3.139
H -1.474 2.832 4.598

The energy relative to the best compared isomer or geometry (same formula, charge and spin) is 2.707 eV. The HOMO energy (spin up / spin down) is -0.1762 / -0.2763 Ha. As for the frontier orbital gap (spin up / spin down): 5.182 / 7.783 eV. Its multiplicity is 3. As for the expectation value of S²: 2.008. The LUMO energy (spin up / spin down) comes out at 0.39 / 0.27 eV. For the largest force on an atom, the calculation gives 2.82 eV Å⁻¹.

C21H43BO2P2Re as an isolated structure in a non-equilibrium geometry, computed with the ωB97M-V functional and the def2-TZVPD basis.

Element x y z (Å)
P -0.998 -2.753 0.504
P -0.381 1.885 0.129
C -1.910 -1.916 -0.899
C -1.369 -0.660 -1.607
H -2.875 -1.665 -0.440
H -2.075 -2.690 -1.658
H -1.738 -0.607 -2.658
H -1.816 0.253 -1.170
C -1.995 2.754 0.159
H -2.138 3.243 1.134
H -2.804 2.033 -0.028
H -1.987 3.515 -0.638
C 0.791 3.295 0.027
H 0.291 4.149 -0.452
H 1.660 2.981 -0.571
H 1.127 3.555 1.043
C -2.261 -3.287 1.717
H -1.754 -3.667 2.620
H -2.919 -4.075 1.332
H -2.851 -2.413 2.015
C -0.533 -4.198 -0.551
H 0.363 -3.918 -1.127
H -1.352 -4.393 -1.256
H -0.319 -5.092 0.059
Re 0.619 -0.460 -2.411
C 1.580 1.128 -3.147
C 0.187 1.138 -3.557
C -0.250 0.636 -4.910
C 0.030 -0.870 -5.199
C 0.484 -1.685 -3.984
C 1.830 -1.630 -3.442
C 2.951 -0.822 -4.107
C 2.731 0.711 -4.046
C 1.599 -0.723 -0.631
H 1.834 1.930 -2.458
H -0.428 1.935 -3.130
H 0.173 1.274 -5.698
H -1.334 0.801 -4.987
H -0.939 -1.301 -5.524
H 0.725 -0.937 -6.054
H -0.052 -2.635 -3.871
H 2.180 -2.484 -2.865
H 3.091 -1.092 -5.178
H 3.882 -1.091 -3.590
H 3.638 1.199 -3.623
H 2.608 1.108 -5.074
H 2.010 0.245 -0.297
H 2.466 -1.390 -0.759
H 0.993 -1.119 0.199
C -1.661 0.084 4.935
C -0.914 0.990 3.982
C -1.419 2.427 4.209
O -1.267 0.625 2.636
B -0.156 1.084 1.939
O 1.043 1.137 2.628
C 0.665 0.857 3.991
C 1.391 1.820 4.918
C 1.152 -0.555 4.329
H -2.742 0.138 4.745
H -1.471 0.409 5.964
H -1.343 -0.959 4.848
H -2.481 2.488 3.909
H -1.319 2.688 5.273
H -0.860 3.166 3.609
H 1.097 1.594 5.957
H 2.479 1.692 4.813
H 1.150 2.873 4.704
H 0.663 -1.339 3.729
H 2.238 -0.628 4.144
H 0.989 -0.782 5.394

The energy relative to the best compared isomer or geometry (same formula, charge and spin) is 0.000 eV. The HOMO energy (spin up / spin down) is -0.4950 / -0.4961 Ha. As for the frontier orbital gap (spin up / spin down): 6.343 / 3.860 eV. Its multiplicity is 4. As for the expectation value of S²: 3.760. The LUMO energy (spin up / spin down) comes out at -7.13 / -9.64 eV. For the largest force on an atom, the calculation gives 5.06 eV Å⁻¹. Its charge is +2.

C21H43BiN2P3Se as an isolated structure in a non-equilibrium geometry, computed with the ωB97M-V functional and the def2-TZVPD basis.

Element x y z (Å)
Bi -0.468 -0.234 0.293
P -1.367 -2.587 1.536
P 1.825 -0.596 2.567
P 1.653 -1.809 -0.915
H -2.985 3.576 -5.467
C -3.060 2.598 -5.993
C -3.617 1.563 -5.297
H -4.169 1.770 -4.359
C -2.806 -2.196 2.603
C -0.344 -3.772 2.493
C -2.076 -3.537 0.131
C 3.142 0.685 2.532
C 1.232 -0.385 4.289
C 2.825 -2.137 2.703
C 1.086 -1.804 -2.654
C 1.829 -3.565 -0.497
C 3.351 -1.166 -1.026
H -2.778 2.615 -7.054
H -3.626 0.510 -5.626
H -3.288 -1.259 2.281
H -2.489 -2.073 3.648
H -3.513 -3.037 2.542
H 0.023 -3.309 3.423
H 0.514 -4.132 1.907
H -0.979 -4.633 2.749
H -2.720 -2.891 -0.487
H -2.681 -4.348 0.562
H -1.297 -3.971 -0.516
H 3.818 0.567 3.391
H 2.672 1.674 2.574
H 3.711 0.634 1.597
H 2.068 -0.443 4.999
H 0.498 -1.160 4.531
H 0.720 0.579 4.377
H 3.467 -2.093 3.594
H 3.457 -2.273 1.816
H 2.172 -3.016 2.786
H 1.802 -2.395 -3.249
H 1.021 -0.774 -3.039
H 0.085 -2.251 -2.746
H 2.450 -4.023 -1.279
H 0.858 -4.077 -0.461
H 2.318 -3.694 0.477
H 3.879 -1.766 -1.785
H 3.878 -1.238 -0.065
H 3.337 -0.106 -1.332
C 1.013 2.410 -2.285
C -0.305 2.236 -2.761
C -0.631 2.758 -3.988
C 0.308 3.446 -4.757
C 1.619 3.616 -4.290
C 1.988 3.083 -3.063
Se 1.475 1.793 -0.605
H -1.176 -0.415 -1.367
H -1.048 1.680 -2.176
H -1.619 2.591 -4.383
H 0.011 3.843 -5.719
H 2.346 4.191 -4.867
H 3.015 3.209 -2.699
C -1.493 3.437 0.868
C -1.721 2.645 2.093
N -1.469 1.352 2.303
C -1.846 1.084 3.616
C -2.334 2.223 4.184
N -2.240 3.200 3.212
H -1.720 4.492 1.113
H -0.453 3.328 0.501
H -2.153 3.084 0.057
H -1.756 0.102 4.046
H -2.696 2.419 5.169
H -2.544 4.167 3.248

The energy relative to the best compared isomer or geometry (same formula, charge and spin) is 0.000 eV. The HOMO energy (spin up / spin down) is -0.5855 / -0.5855 Ha. As for the frontier orbital gap (spin up / spin down): 3.844 / 4.701 eV. Its multiplicity is 1. The LUMO energy (spin up / spin down) comes out at -12.09 / -11.23 eV. For the largest force on an atom, the calculation gives 2.29 eV Å⁻¹. Its charge is +3.